# 1
Computed, not measured: C8H25AlBr3F2N3O6PS as an isolated structure at a distorted geometry, with the ωB97M-V functional and the def2-TZVPD basis.

Last column: Mulliken charge in e.
Element x y z (Å)
C  -0.90889  -1.33998  -2.84104  -0.04
C  0.25021  -1.19135  -3.77670  -0.43
S  1.53642  -2.59257  -3.96153  -0.08
P  2.34246  -2.77336  -1.94711  0.34
O  3.76751  -3.77353  -1.91750  -0.50
Br  2.85558  -0.60334  -1.36585  0.01
H  -1.64681  -2.23631  -3.03368  0.37
H  -1.12370  -0.61215  -1.92975  0.06
H  0.40612  -0.19775  -4.37783  0.21
H  0.86805  -3.77885  -4.34397  0.19
H  4.48592  -3.32249  -2.45343  0.32
C  -3.25083  1.52590  -1.79648  -0.20
O  -3.33695  0.47581  -0.85086  -0.34
H  -2.23593  1.55871  -2.19957  0.07
H  -3.95782  1.34400  -2.60963  0.13
H  -3.47745  2.47675  -1.30805  0.46
H  -4.24789  0.47132  -0.51079  0.27
Br  -0.63712  -4.87230  -3.88732  -0.31
C  0.04120  2.32541  1.60655  0.30
O  -0.44188  3.34323  2.07696  -0.57
N  -0.68618  1.42402  0.92238  0.09
N  1.34409  2.01423  1.73009  -0.18
H  -0.30639  0.58020  0.52766  0.04
H  -1.67190  1.62012  0.80638  0.03
H  1.92717  2.66628  2.23821  0.27
H  1.76012  1.18091  1.34975  0.10
F  0.04302  5.35786  3.25765  -0.86
Al  -3.10196  2.63884  -3.78499  0.49
Br  -2.46085  -2.48269  -1.08396  -0.72
C  3.29682  2.83635  -2.09560  -0.27
O  3.76112  2.68972  -0.86380  -0.48
H  3.04251  1.91863  -2.65263  0.07
H  2.36562  3.41502  -2.21935  0.21
H  3.95071  3.34345  -2.82538  0.31
C  -0.29254  -2.68035  3.68731  -1.08
C  -0.45136  -1.22482  3.37407  0.38
O  -0.58698  -0.76168  2.25824  -0.44
N  -0.57702  -0.21747  4.35409  0.11
C  0.16594  -0.33966  5.60978  -0.89
H  0.21501  -3.17355  2.85344  0.33
H  0.31240  -2.82942  4.58355  0.44
H  -1.27922  -3.12701  3.83092  0.32
H  -1.58435  -0.15267  4.53092  0.39
H  -0.37072  0.63720  3.82035  0.27
H  -0.21862  -1.19385  6.17150  0.37
H  0.00616  0.58053  6.17663  0.38
H  1.22778  -0.45720  5.37812  0.35
O  0.53491  2.50031  -2.65772  -0.85
H  0.38166  2.24600  -1.76605  0.25
F  -2.03517  -5.23644  -6.08395  -0.64

Force components x, y, z for each atom (eV/Å):
2.160 -0.500 -3.205
-1.706 0.290 2.042
0.090 3.814 -1.778
-0.114 -1.463 2.501
-0.646 3.071 -1.908
0.275 -0.931 -0.771
2.347 1.811 0.686
-0.099 -0.760 -2.841
0.879 -1.868 1.989
-1.291 -1.314 0.777
-0.811 -0.898 0.797
-0.357 -1.261 2.052
-0.076 1.097 -0.532
0.717 -0.215 0.165
-0.698 -0.460 -0.168
-0.031 0.591 -0.303
0.381 -0.281 -0.052
-0.116 -0.261 -0.758
-0.846 1.866 0.334
-0.214 -1.371 -0.376
-1.203 -0.569 -1.332
1.680 -0.592 0.981
-0.177 0.134 -0.046
0.449 -0.168 -0.003
-0.188 0.032 -0.352
0.030 0.257 -0.255
0.253 0.662 0.653
0.988 0.844 -0.892
-1.196 -1.091 2.483
1.557 -2.023 -0.275
-0.472 0.238 -0.668
-0.235 -0.232 0.467
-1.707 0.565 0.196
0.381 0.956 0.213
0.517 0.248 0.458
-0.178 -1.321 -5.120
0.498 -1.860 1.981
-0.893 1.629 1.600
0.391 0.228 0.830
-0.327 0.234 -0.006
-0.150 -0.097 0.041
0.029 0.001 -0.040
-0.071 0.182 0.257
0.242 0.468 0.071
0.162 0.151 -0.114
0.135 -0.182 -0.052
-0.223 0.009 0.094
-0.306 0.553 -1.672
-0.095 -0.305 1.488
0.267 0.093 0.363

Its charge is -1. As for the LUMO energy: -1.768 eV. The energy is -267720.6264 eV. As for the spin multiplicity: 1. The value obtained for the HOMO energy is -0.1209 Eh.

# 2
Computed, not measured: C8H25CrNP2 as an isolated structure at a distorted geometry, with the ωB97M-V functional and the def2-TZVPD basis.

Last column: Mulliken charge in e.
Element x y z (Å)
Cr  -0.02450  0.00777  0.13781  -1.06
H  1.67500  0.40978  0.42236  0.05
H  1.66832  -0.43716  0.39992  0.06
P  0.00843  2.25322  -0.37455  1.17
P  -0.09083  -2.24952  -0.36000  1.20
C  -1.38932  -3.14930  0.54064  -1.28
H  -1.39664  -4.21295  0.26722  0.39
H  -1.21139  -3.04662  1.61705  0.31
H  -2.36283  -2.70666  0.29872  0.28
C  -0.45880  -2.66912  -2.10063  -1.36
H  0.32001  -2.24054  -2.74237  0.36
H  -0.49522  -3.75722  -2.24569  0.40
H  -1.42270  -2.22667  -2.37968  0.36
C  1.41572  -3.22428  -0.03952  -1.35
H  1.66103  -3.16951  1.02791  0.34
H  1.26933  -4.27392  -0.33076  0.41
H  2.24529  -2.79904  -0.61738  0.32
C  -0.51016  2.67742  -2.07428  -1.34
H  -0.47092  3.76267  -2.23666  0.40
H  0.15689  2.17667  -2.78569  0.37
H  -1.53227  2.31617  -2.24042  0.35
C  -1.12185  3.24942  0.64088  -1.28
H  -0.83919  3.14574  1.69468  0.30
H  -1.08116  4.30707  0.34814  0.39
H  -2.14381  2.87495  0.50756  0.30
C  1.60665  3.11846  -0.23235  -1.36
H  2.33743  2.63294  -0.89082  0.32
H  1.49933  4.17336  -0.52111  0.41
H  1.96110  3.05240  0.80332  0.35
H  0.13207  -0.00150  -1.59526  0.08
H  -0.72356  0.00386  -1.43912  0.01
C  -0.08206  -0.00105  4.72057  -0.98
C  -0.14011  0.00154  3.28221  0.30
N  -0.23356  0.00370  2.12210  -0.09
H  0.82722  -0.51868  5.07402  0.27
H  -0.97587  -0.51847  5.10278  0.28
H  -0.07711  1.03541  5.09520  0.28

Force components x, y, z for each atom (eV/Å):
-0.295 -0.026 1.036
0.670 -1.335 0.241
0.856 1.274 -0.052
0.085 0.838 -0.692
-0.020 -0.615 -0.650
-0.047 -0.602 -0.003
-0.103 0.087 0.175
-0.091 -0.037 -0.145
0.238 -0.036 0.066
-0.033 -0.294 -0.077
-0.176 -0.080 0.124
-0.013 0.197 -0.033
0.242 -0.091 0.061
-0.063 -0.692 -0.045
0.018 -0.039 -0.187
0.228 0.082 0.158
-0.194 -0.062 0.133
-0.056 0.333 -0.067
-0.046 -0.183 -0.040
-0.155 0.082 0.151
0.253 0.068 0.019
-0.006 0.603 -0.018
-0.106 0.044 -0.147
-0.110 -0.078 0.196
0.236 0.031 0.051
-0.027 0.624 -0.032
-0.178 0.077 0.158
0.234 -0.110 0.129
0.002 0.051 -0.199
0.517 0.070 -0.291
-1.276 -0.194 -0.559
0.061 -0.040 0.709
0.075 0.049 -1.639
-0.629 0.021 1.621
-0.431 0.231 -0.100
0.333 0.166 0.046
0.006 -0.412 -0.100

Its charge is 0. As for the LUMO energy (spin up / spin down): 0.401 / 0.322 eV. The energy is -57185.0075 eV. As for the spin multiplicity: 5. The energy relative to the best compared isomer or geometry (same formula, charge and spin) is 6.86 kcal per mole. The value obtained for the HOMO energy (spin up / spin down) is -0.1265 / -0.1687 Eh.

# 3
Computed, not measured: C8H26BaO8 as an isolated structure at a distorted geometry, with the ωB97M-V functional and the def2-TZVPD basis.

Last column: Mulliken charge in e.
Element x y z (Å)
Ba  0.46738  -1.03118  -0.16235  1.57
C  -3.21219  0.39850  -0.29895  -0.67
O  -1.83502  0.75879  -0.11077  -0.27
H  -3.76751  1.26292  -0.68275  0.37
H  -3.33841  -0.40940  -1.01737  0.12
H  -3.75979  0.18486  0.62237  0.28
H  -1.78171  1.69187  -0.32631  0.21
C  3.30854  -2.23836  1.49974  -0.45
O  2.90396  -0.86618  1.65370  -0.39
H  2.42488  -2.69285  1.05657  0.02
H  4.17212  -2.39231  0.85049  0.33
H  3.59889  -2.70583  2.43885  0.27
H  3.65253  -0.29151  1.45450  0.28
C  2.84556  0.68287  -2.31709  -0.69
O  2.29775  0.93927  -1.00118  -0.32
H  3.80612  0.20966  -2.11017  0.30
H  2.26066  -0.02348  -2.90717  0.23
H  3.00555  1.58465  -2.90032  0.33
H  2.30688  1.88401  -0.81859  0.21
C  -2.38312  -3.09109  -2.14002  -0.65
O  -1.22053  -2.91628  -1.29375  -0.31
H  -2.72890  -2.08445  -2.36857  0.11
H  -2.19863  -3.64085  -3.06013  0.33
H  -3.17999  -3.57751  -1.57620  0.34
H  -0.93538  -3.81537  -1.06615  0.25
C  -1.12451  1.17101  -3.25306  -0.78
O  -0.59037  -0.07655  -2.71081  -0.20
H  -2.04909  1.43114  -2.74971  0.19
H  -0.36572  1.95290  -3.19581  0.26
H  -1.29500  1.03300  -4.32115  0.41
H  -0.48227  -0.63481  -3.48657  0.22
C  -1.71564  0.11558  4.04509  -0.62
O  -0.68883  1.08447  4.05145  -0.33
C  -0.01071  1.35960  2.95989  0.66
O  0.06984  0.63249  1.97151  -0.26
O  0.54332  2.54731  3.08235  -0.32
C  1.56340  2.94033  2.16877  -0.47
H  -2.57151  0.43135  3.44514  0.28
H  -2.08787  0.03016  5.06175  0.26
H  -1.38887  -0.86883  3.71229  0.25
H  1.08355  3.14654  1.20885  0.23
H  2.27363  2.12275  1.99931  0.12
H  2.12699  3.76081  2.59233  0.31

Force components x, y, z for each atom (eV/Å):
-0.375 1.354 0.304
-1.046 0.809 -0.224
-0.196 -0.491 -0.035
0.186 -0.151 -0.226
0.256 -0.098 0.109
0.610 -0.353 0.192
0.264 0.092 0.167
0.221 0.357 0.012
0.212 -0.139 -0.427
0.135 -0.874 0.138
-0.184 0.305 -0.305
-0.499 0.041 0.187
-0.062 -0.002 0.158
1.062 -0.287 0.452
-0.798 -0.193 -0.355
0.141 0.100 -0.443
-0.438 0.149 0.260
-0.119 0.091 0.083
0.027 -0.034 -0.052
-0.724 0.626 0.300
0.416 -0.700 -0.066
0.082 -0.090 -0.189
0.370 -0.006 0.088
0.112 -0.103 -0.022
-0.061 0.183 -0.005
0.608 -0.286 -0.416
-0.043 0.195 -0.148
0.034 0.031 0.039
-0.144 0.042 0.385
-0.319 0.015 0.108
0.070 -0.249 0.150
-0.904 -0.730 -0.034
0.399 0.694 -0.081
-0.268 -0.167 -0.117
0.248 -0.025 0.028
0.164 -0.219 0.597
0.137 -0.953 -0.769
0.231 0.162 -0.200
0.300 0.083 0.094
0.250 0.092 -0.037
0.207 0.475 0.084
-0.158 -0.044 0.181
-0.405 0.298 0.035

Its charge is +2. As for the LUMO energy: -5.997 eV. The energy is -25778.0653 eV. As for the spin multiplicity: 1. The energy relative to the best compared isomer or geometry (same formula, charge and spin) is 8.66 kcal per mole. The value obtained for the HOMO energy is -0.6188 Eh.